1.
{
  "formula": "C4HF3O5",
  "method": "wB97M-V/def2-TZVPD",
  "species": ["O", "C", "O", "C", "F", "F", "C", "O", "F", "C", "O", "O", "H"],
  "coordinates": [[-0.80118, 2.72534, -0.54975], [-0.07626, 1.94716, 0.09644], [0.98249, 2.14662, 0.70941], [-0.66613, 0.50183, 0.31035], [-1.82366, 0.25485, -0.48637], [-1.20878, 0.53437, 1.58535], [0.29786, -0.70414, 0.14374], [1.51249, -0.28704, -0.22344], [0.54042, -1.23218, 1.46108], [-0.15041, -1.88821, -0.87370], [-0.56516, -2.92464, -0.43059], [0.01849, -1.56131, -2.08468], [1.93983, 0.48734, 0.34216]],
  "forces_ev_per_a": [[0.53, -0.11, 0.20], [-1.53, -0.03, -0.66], [0.95, 0.24, 0.43], [-2.00, -0.42, -0.36], [1.48, 0.42, 0.65], [0.25, -0.08, -0.01], [0.42, -0.40, 1.15], [3.29, 1.80, -0.33], [-0.97, -0.24, -0.12], [0.91, 2.84, -2.31], [-0.91, -2.21, 1.69], [-0.02, -0.01, 0.98], [-2.41, -1.80, -1.32]],
  "nbo_charge": [-0.74, 0.72, -0.79, 0.53, -0.37, -0.36, 0.43, -0.73, -0.41, 0.74, -0.74, -0.79, 0.51],
  "energy_ev": -22554.8570,
  "homo_ev": -1.12,
  "gap_ev": 7.851,
  "smiles": "O=C([O-])C(F)(F)[C@@](O)(F)C(=O)[O-]",
  "total_charge": -2,
  "largest_force_ev_per_a": 3.8
}


2.
{
  "formula": "C26H43NPdSSi4",
  "method": "wB97M-V/def2-TZVPD",
  "species": ["Pd", "C", "C", "C", "C", "C", "H", "H", "H", "H", "H", "C", "Si", "C", "C", "Si", "Si", "C", "C", "C", "Si", "C", "C", "C", "H", "H", "H", "H", "H", "H", "H", "H", "H", "H", "H", "H", "H", "H", "H", "H", "H", "H", "H", "H", "H", "H", "H", "H", "H", "H", "H", "N", "S", "C", "C", "C", "C", "C", "C", "C", "C", "C", "C", "C", "C", "H", "H", "H", "H", "H", "H", "H", "H", "H", "H", "H"],
  "coordinates": [[-0.07605, 0.74767, 0.07529], [-0.48704, -0.60011, 1.98386], [-1.75253, -0.73642, 1.31149], [-2.34637, 0.51998, 1.23399], [-1.46121, 1.46146, 1.83950], [-0.33475, 0.75447, 2.35140], [0.15447, -1.41151, 2.28499], [-2.17572, -1.66854, 0.96897], [-3.31057, 0.74528, 0.80570], [-1.66529, 2.50897, 1.99538], [0.44438, 1.16207, 2.97449], [2.24626, 3.65149, 1.57391], [3.25020, 2.25807, 0.80938], [4.92385, 2.95430, 0.31567], [3.53197, 0.93020, 2.11507], [2.00381, 1.28766, -0.89429], [1.32384, 2.95403, -2.39850], [2.76966, 4.01350, -2.97008], [0.09459, 4.07961, -1.51513], [0.46723, 2.30188, -3.94501], [3.17189, -0.40182, -1.98177], [4.83567, 0.21165, -2.59616], [2.24457, -1.10813, -3.45837], [3.44645, -1.79880, -0.75368], [2.58766, 3.86152, 2.59270], [1.18754, 3.38180, 1.61343], [2.33565, 4.57380, 0.99182], [5.43863, 3.39023, 1.17920], [4.81926, 3.73293, -0.44563], [5.56503, 2.16998, -0.09712], [3.73618, 1.36665, 3.09833], [4.37943, 0.29066, 1.84790], [2.64705, 0.29281, 2.19821], [3.27582, 4.47423, -2.11575], [2.43093, 4.81406, -3.63797], [3.51016, 3.41253, -3.50873], [0.60553, 4.71831, -0.78816], [-0.63699, 3.47889, -0.97031], [-0.44930, 4.72611, -2.21280], [0.96275, 1.41813, -4.35765], [0.46888, 3.07655, -4.71860], [-0.57475, 2.03785, -3.73225], [4.70691, 1.01075, -3.33337], [5.42317, -0.58871, -3.05989], [5.41633, 0.62163, -1.76439], [2.17102, -0.37591, -4.26769], [1.22998, -1.42119, -3.18782], [2.76849, -1.98776, -3.84718], [4.18428, -1.50538, 0.00022], [3.80079, -2.71676, -1.23544], [2.51333, -2.02209, -0.22600], [-1.01157, 0.00415, -1.89456], [-2.32569, -0.75244, -2.30875], [-1.90003, -2.45711, -2.70560], [-0.70882, -2.93850, -2.19012], [-0.35679, -4.26285, -2.42627], [-1.19600, -5.08282, -3.16653], [-2.39465, -4.58722, -3.67048], [-2.75459, -3.26912, -3.44004], [-2.80280, -0.17992, -3.93462], [-3.89239, 0.67386, -4.01395], [-4.21220, 1.25642, -5.23443], [-3.43838, 0.98519, -6.35314], [-2.34420, 0.13098, -6.26081], [-2.02027, -0.45560, -5.04843], [-0.32507, 0.02802, -2.64685], [-0.07257, -2.27524, -1.61469], [0.57405, -4.65067, -2.03174], [-0.91892, -6.11273, -3.35353], [-3.04569, -5.22985, -4.24943], [-3.68459, -2.87657, -3.83450], [-4.47936, 0.88243, -3.12659], [-5.05944, 1.92650, -5.30742], [-3.68673, 1.44222, -7.30275], [-1.74033, -0.07450, -7.13517], [-1.16424, -1.11731, -4.96917]],
  "forces_ev_per_a": [[-1.00, -0.63, -0.15], [-0.09, 0.13, 0.04], [0.08, 0.09, 0.20], [0.06, -0.01, 0.13], [0.07, -0.06, 0.16], [-0.07, 0.01, 0.17], [0.10, -0.03, -0.10], [0.05, 0.01, -0.13], [0.05, 0.03, -0.10], [0.04, 0.04, -0.08], [0.05, 0.04, -0.07], [-0.09, 0.09, 0.05], [0.06, -0.09, -0.03], [0.14, 0.05, -0.04], [0.01, -0.08, 0.09], [0.16, 0.27, -0.11], [0.03, 0.09, 0.16], [0.13, 0.06, -0.07], [0.01, 0.11, -0.01], [-0.12, -0.13, -0.08], [0.00, 0.02, 0.11], [0.15, 0.04, -0.05], [-0.16, -0.05, -0.11], [0.03, -0.11, 0.10], [-0.01, 0.02, -0.05], [0.02, 0.03, 0.03], [-0.01, -0.06, 0.02], [-0.03, -0.02, -0.06], [0.03, -0.05, 0.05], [-0.01, 0.08, 0.04], [0.02, -0.03, -0.05], [-0.06, 0.03, 0.01], [0.06, 0.02, 0.03], [-0.04, -0.02, -0.08], [0.03, -0.05, 0.05], [-0.05, 0.07, 0.04], [-0.05, -0.05, -0.03], [-0.05, 0.00, 0.00], [0.08, -0.03, 0.02], [-0.04, 0.09, -0.01], [-0.03, -0.03, 0.03], [0.10, 0.03, -0.03], [0.02, -0.06, 0.05], [-0.05, 0.05, 0.03], [-0.01, -0.04, -0.09], [0.02, -0.07, 0.04], [0.17, 0.03, -0.08], [-0.02, 0.04, 0.00], [-0.07, -0.04, -0.03], [0.00, 0.08, 0.02], [0.06, -0.02, -0.03], [0.43, 0.33, -0.08], [-0.18, -0.08, 0.06], [0.04, 0.06, -0.03], [-0.02, -0.11, 0.02], [-0.04, -0.01, -0.02], [0.01, 0.03, 0.01], [0.02, 0.00, 0.00], [-0.02, -0.05, 0.04], [0.04, -0.01, 0.04], [-0.03, -0.01, -0.01], [0.01, 0.00, 0.02], [-0.01, -0.01, 0.02], [0.00, -0.01, 0.01], [0.02, 0.02, -0.08], [-0.06, -0.07, -0.04], [-0.03, -0.04, 0.02], [-0.01, 0.02, -0.01], [-0.01, 0.02, 0.01], [0.00, 0.02, 0.01], [0.02, 0.00, -0.01], [0.02, 0.01, -0.04], [0.02, -0.03, 0.00], [0.01, -0.01, 0.02], [-0.01, 0.01, 0.01], [-0.03, 0.02, 0.01]],
  "mulliken_spin": [1.03, 0.14, 0.15, 0.08, 0.19, 0.01, 0.01, 0.00, 0.00, 0.01, 0.00, 0.01, -0.02, 0.02, 0.01, 0.09, 0.07, 0.03, 0.00, 0.01, 0.07, 0.02, 0.01, 0.01, 0.00, 0.00, 0.00, 0.00, 0.00, 0.00, 0.00, 0.00, 0.00, 0.00, 0.00, 0.00, 0.00, 0.00, 0.00, 0.00, 0.00, 0.00, 0.00, 0.00, 0.00, 0.00, 0.00, 0.00, 0.00, 0.00, 0.00, 0.07, 0.01, 0.00, -0.03, 0.00, 0.00, 0.00, 0.00, 0.01, 0.01, 0.00, 0.00, 0.00, 0.00, -0.02, 0.02, 0.00, 0.00, 0.00, 0.00, 0.00, 0.00, 0.00, 0.00, 0.00],
  "energy_ev": -74975.2397,
  "homo_ev": [-5.99, -7.37],
  "s_squared": 2.01,
  "gap_ev": [6.382, 6.627],
  "multiplicity": 3,
  "largest_force_ev_per_a": 1.2
}